Record 1
Computed, not measured: C22H27BrCrO as an isolated structure in a non-equilibrium geometry, with ωB97M-V/def2-TZVPD.

Geometry (Å):
Br 1.54236 -0.70906 -2.04547
Cr -0.19256 0.33280 -3.51169
O 1.04779 -0.53379 1.00211
C -0.43186 -0.33903 -5.58004
C 0.95813 -0.26876 -5.22856
C 1.17810 1.10905 2.69491
C -0.97467 0.98595 -5.49902
C 0.11539 -1.14334 3.09535
C 1.25795 1.10022 -4.89479
C -1.83709 -2.79429 2.91245
C 0.05873 -0.83250 4.43583
C -1.73733 0.16619 -0.53612
C 2.98878 1.72108 0.99986
C 0.07261 1.87468 -5.10730
C -1.94649 -1.00834 -1.30343
C 1.70740 2.15402 1.72308
C -0.40096 -2.45628 2.50596
C 0.56260 0.38173 4.91921
C -2.01610 1.30317 -1.34639
C 0.54600 -3.61968 2.82196
C 0.68285 2.58760 0.67060
C -2.51101 0.82238 -2.60252
C -2.42360 -0.62394 -2.58714
C 1.08410 1.34396 4.04845
C 0.79513 -0.20540 2.18625
H 0.53487 0.58770 5.98766
H 2.19917 1.48344 -4.49749
H 0.01006 2.96365 -5.03488
H -0.37179 -1.54983 5.14113
H -2.76873 -1.28172 -3.39356
H 2.75520 0.92178 0.28665
H -2.00589 2.33731 -1.00343
H 0.60797 -3.80641 3.90232
H 1.94336 3.02494 2.35073
H -1.99043 1.28494 -5.75970
H 1.54871 -3.38977 2.44513
H 3.74675 1.36228 1.70389
H 3.39334 2.58004 0.45295
H 1.43886 2.30055 4.44502
H -1.51100 0.18378 0.52801
H -0.29578 2.76570 1.12496
H 1.01935 3.52142 0.20689
H -2.14887 -3.71755 2.40998
H 0.58081 1.81409 -0.10461
H -2.97994 1.41734 -3.39312
H -2.51739 -1.99254 2.60330
H -0.96438 -1.24470 -5.86287
H -1.86053 -2.02130 -0.90343
H 1.64103 -1.11217 -5.15117
H -0.38584 -2.30578 1.41513
H 0.18912 -4.53197 2.33214
H -1.93429 -2.94363 3.99479

Atoms 1-6, force components in eV/Å:
Br 0.0 0.1 -0.2
Cr -1.6 -0.2 1.0
O -0.3 0.2 1.2
C 0.6 0.2 0.0
C -0.4 0.6 -0.3
C 0.2 0.0 -0.4

The calculation puts the HOMO-LUMO gap (alpha / beta) at 6.3 / 4.3 eV. The LUMO energy (alpha / beta) is 2.74 / 0.92 eV. The net charge is -1. As for the spin multiplicity: 4. The strongest force on any atom comes out at 1.88 eV/Å. As for the HOMO energy (alpha / beta): -3.56 / -3.40 eV. As for the expectation value of S²: 3.83.

Partial charges, natural (NBO), in e:
1. Br -0.5978
2. Cr 0.7394
3. O -0.4632
4. C -0.3296
5. C -0.2927
6. C 0.0193
7. C -0.3115
8. C 0.0148
9. C -0.3213
10. C -0.5999
11. C -0.2581
12. C -0.3174
13. C -0.6143
14. C -0.3119
15. C -0.2954
16. C -0.2305
17. C -0.2633
18. C -0.1503
19. C -0.3411
20. C -0.5942
21. C -0.6154
22. C -0.4008
23. C -0.3858
24. C -0.2525
25. C 0.4045
26. H 0.2012
27. H 0.2417
28. H 0.2253
29. H 0.2055
30. H 0.2078
31. H 0.2645
32. H 0.2019
33. H 0.1879
34. H 0.1812
35. H 0.2265
36. H 0.2211
37. H 0.1917
38. H 0.1978
39. H 0.2055
40. H 0.1914
41. H 0.2013
42. H 0.1994
43. H 0.2081
44. H 0.2604
45. H 0.2099
46. H 0.2224
47. H 0.2271
48. H 0.2000
49. H 0.2455
50. H 0.2532
51. H 0.2053
52. H 0.1858

Record 2
Computed, not measured: C38H35ClN2Si2Zr as an isolated structure in a non-equilibrium geometry, with ωB97M-V/def2-TZVPD.

Geometry (Å):
Zr -0.22637 -2.80784 0.53139
Cl -1.73469 -1.32722 -0.62092
Si -0.84508 2.02948 -0.64277
Si 0.96277 3.64897 -0.53026
N -2.23000 -3.68601 1.24597
N -0.26345 -4.89761 -0.20475
C -1.30633 -7.09188 -0.04581
C 1.50733 -3.65216 2.04718
C 2.04173 4.58449 -4.94691
C -1.13280 7.61037 0.83517
C 0.22791 1.98389 3.43929
C 2.52427 -0.39097 -1.18846
C -1.93246 1.16986 1.86037
C 1.80050 -2.30170 1.66038
C 0.45094 4.62954 -3.12625
C -0.92446 1.48712 4.04611
C 0.13442 5.18103 0.17868
C -3.42894 -5.85320 1.41382
C 0.30202 2.05237 2.04512
C 0.26827 -3.65295 2.76095
C -2.36506 -5.10380 0.95377
C 0.83654 -5.46344 -0.76555
C 1.48297 0.33520 -0.61492
C 2.55087 -0.58987 -2.56768
C -1.99096 1.05408 3.25107
C 0.89779 -6.83488 -1.00467
C -0.21075 -2.30046 2.83108
C 1.50395 -0.10262 -3.35918
C -1.33226 -5.68985 0.19446
C 0.79842 6.40682 -0.00849
C -1.79188 6.39562 1.06738
C -0.16618 -7.65003 -0.65902
C 0.43062 0.83123 -1.39495
C 1.38731 3.97842 -2.31013
C 2.60936 3.53888 -2.83810
C 0.16851 7.61639 0.31243
C 2.94148 3.85815 -4.15568
C -1.14460 5.18650 0.77351
C 0.78666 4.94357 -4.44556
C -0.79892 1.71218 1.23412
C -2.41909 -7.84499 0.42877
C 0.43420 0.57106 -2.77484
C 0.75493 -1.46401 2.17136
C -3.44956 -7.23272 1.12496
H -2.44988 -3.48763 2.22431
H 2.31141 4.85588 -5.96707
H -2.76281 0.82646 1.24458
H 3.28539 2.95625 -2.20868
H 2.69867 -1.95255 1.15538
H -2.42112 -8.92086 0.23842
H -2.87744 0.62713 3.72200
H 1.26394 2.37150 1.62069
H -4.22829 -5.37997 1.98213
H -1.04049 -1.92775 3.43196
H -0.98311 1.44514 5.13444
H 0.68770 8.56285 0.13583
H 0.73229 -0.37676 2.18613
H -1.65837 4.23945 0.97459
H 3.90030 3.53362 -4.55962
H -2.95573 -3.14415 0.76248
H -0.13532 -8.72663 -0.82716
H -1.63950 8.55431 1.05324
H 3.32714 -0.76798 -0.55192
H -4.29000 -7.83442 1.46320
H -0.53579 4.88873 -2.72616
H 1.08499 2.31618 4.02976
H 2.23490 3.36000 0.15584
H -2.19491 1.72414 -1.14323
H 1.53121 -0.24052 -4.44033
H 1.80494 6.41240 -0.43312
H 2.15327 -4.51857 1.89011
H -0.39717 0.93404 -3.38436
H -0.16788 -4.50425 3.28655
H 1.64930 -4.77446 -1.01651
H -2.81243 6.38389 1.46579
H 1.51927 0.57708 0.44707
H 1.80010 -7.23635 -1.45562
H 0.05853 5.46410 -5.07043
H 3.39698 -1.10729 -3.02271

Atoms 1-6, force components in eV/Å:
Zr -2.0 0.9 -2.5
Cl 0.6 -0.8 0.4
Si 2.5 -0.4 1.3
Si -1.6 1.5 -1.0
N -0.7 0.4 0.1
N 0.7 -0.7 0.0

The calculation puts the HOMO-LUMO gap at 4.2 eV. The LUMO energy is -7.78 eV. The net charge is +2. As for the spin multiplicity: 1. The value obtained for the energy relative to the best compared isomer or geometry (same formula, charge and spin) is 58.2 kJ/mol. The strongest force on any atom comes out at 3.32 eV/Å. As for the HOMO energy: -11.97 eV.

Partial charges, Mulliken, in e:
1. Zr 1.1994
2. Cl -0.3634
3. Si -0.0722
4. Si 0.8576
5. N -0.4544
6. N -0.1683
7. C 0.5058
8. C -0.6901
9. C -0.4312
10. C -0.4550
11. C -0.7066
12. C -0.9334
13. C -0.7071
14. C -0.9507
15. C -0.1141
16. C -0.6112
17. C 0.6141
18. C -0.6046
19. C -0.5142
20. C -0.4766
21. C 0.4540
22. C 0.0324
23. C -0.5906
24. C -1.0061
25. C -0.8950
26. C -0.9420
27. C -0.7141
28. C -0.7574
29. C 0.4593
30. C -0.4973
31. C -0.7523
32. C -0.4197
33. C 1.4927
34. C 0.1382
35. C -0.2925
36. C -0.6469
37. C -0.7178
38. C -0.0349
39. C -0.6586
40. C 1.1635
41. C -0.9145
42. C -0.9925
43. C 0.7332
44. C -0.7319
45. H 0.3749
46. H 0.3926
47. H 0.4896
48. H 0.3399
49. H 0.5504
50. H 0.4314
51. H 0.5125
52. H 0.1034
53. H 0.4930
54. H 0.6739
55. H 0.4232
56. H 0.3927
57. H 0.1408
58. H 0.0155
59. H 0.4179
60. H 0.4679
61. H 0.4718
62. H 0.3700
63. H 0.5648
64. H 0.4167
65. H 0.4060
66. H 0.4717
67. H -0.1627
68. H -0.1015
69. H 0.5253
70. H 0.3501
71. H 0.5821
72. H 0.4664
73. H 0.5222
74. H 0.5700
75. H 0.3952
76. H 0.7699
77. H 0.4274
78. H 0.4068
79. H 0.4950

Record 3
Computed, not measured: C32H25N2O2OsSi as an isolated structure in a non-equilibrium geometry, with ωB97M-V/def2-TZVPD.

Geometry (Å):
Os 0.98390 0.10286 0.61070
Si -1.42842 0.01866 0.42022
O 1.25353 1.41156 -0.77798
O 1.10252 -1.12795 2.02794
N 2.82229 -0.36967 -0.08160
N 3.28663 0.39967 -1.13573
C 1.89734 4.12493 -3.83453
C 3.91041 2.95920 -4.45793
C -1.74538 0.64805 2.11659
C -1.51648 1.11706 -2.20417
C -2.04664 1.90055 -3.21627
C 3.50027 -1.39797 0.30020
C -3.17420 2.67707 -2.97515
C -2.24233 1.62392 4.66885
C 3.17312 -2.24684 1.41304
C -1.59237 -4.10080 -0.23951
C -1.11355 -2.81596 -0.02386
C -3.22300 1.90278 -0.70099
C 4.05840 -3.29816 1.69734
C -2.25187 -0.20563 3.10702
C -3.76556 2.67281 -1.72069
C -3.36361 -1.97884 -0.00712
C 1.85726 -2.91807 3.32924
C 2.98927 3.97696 -4.67888
C -1.72324 2.47426 3.70161
C -1.98993 -1.73627 0.10353
C -2.95861 -4.32463 -0.33342
C -2.51215 0.28882 4.37052
C 3.74839 2.09324 -3.39367
C -3.84409 -3.26141 -0.22260
C -2.09445 1.10962 -0.93179
C 2.04365 -2.07386 2.24740
C -1.46547 1.98917 2.42964
C 2.65195 2.23857 -2.54408
C 1.72465 3.25712 -2.76920
C 2.74263 -3.95094 3.58058
C 3.84785 -4.14933 2.75749
C 2.42932 1.30894 -1.43978
H -3.59160 3.28458 -3.76767
H 2.57396 -4.60603 4.42475
H -2.43265 1.99997 5.66568
H 3.12240 4.65502 -5.51145
H -4.06617 -1.15482 0.07155
H 0.99693 -2.74116 3.96116
H 1.17631 4.91254 -4.00745
H -1.58009 1.90757 -4.19302
H -2.46028 -1.24307 2.87356
H -0.04364 -2.65755 0.03920
H 4.40901 -1.61435 -0.25473
H -3.68999 1.91070 0.27809
H 4.75257 2.84232 -5.12645
H -2.92271 -0.36326 5.13002
H 0.87418 3.36099 -2.10960
H -1.06778 2.65044 1.66791
H 4.45902 1.29786 -3.21483
H -3.33209 -5.32704 -0.49744
H 4.54190 -4.95320 2.95702
H -0.64728 0.50272 -2.40876
H -1.51761 3.50935 3.93906
H -0.89945 -4.92692 -0.33486
H -4.90953 -3.43197 -0.30674
H 4.92921 -3.42693 1.06572
H -4.64660 3.27283 -1.53366

Atoms 1-6, force components in eV/Å:
Os 1.7 0.5 2.1
Si -1.0 -1.1 -2.2
O -0.4 0.4 0.2
O -0.5 0.3 0.3
N -1.5 -0.4 -0.8
N 0.3 -0.1 -0.1

The calculation puts the HOMO-LUMO gap (alpha / beta) at 6.2 / 6.2 eV. The LUMO energy (alpha / beta) is -5.21 / -5.19 eV. The net charge is +1. As for the spin multiplicity: 1. The value obtained for the energy relative to the best compared isomer or geometry (same formula, charge and spin) is 129.1 kJ/mol. The strongest force on any atom comes out at 2.75 eV/Å. As for the HOMO energy (alpha / beta): -11.39 / -11.40 eV.

Partial charges, natural (NBO), in e:
1. Os 0.9670
2. Si 1.5132
3. O -0.6652
4. O -0.6397
5. N -0.3151
6. N -0.3453
7. C -0.2171
8. C -0.2136
9. C -0.4803
10. C -0.2065
11. C -0.2000
12. C 0.2191
13. C -0.1853
14. C -0.1446
15. C -0.2384
16. C -0.2141
17. C -0.2137
18. C -0.2069
19. C -0.1117
20. C -0.1761
21. C -0.2116
22. C -0.2031
23. C -0.2635
24. C -0.1631
25. C -0.2083
26. C -0.4627
27. C -0.1736
28. C -0.2097
29. C -0.1618
30. C -0.2100
31. C -0.4624
32. C 0.4093
33. C -0.1884
34. C -0.0924
35. C -0.1716
36. C -0.1291
37. C -0.2251
38. C 0.5473
39. H 0.2243
40. H 0.2350
41. H 0.2306
42. H 0.2259
43. H 0.2136
44. H 0.2409
45. H 0.2256
46. H 0.2228
47. H 0.2332
48. H 0.1995
49. H 0.2328
50. H 0.2122
51. H 0.2272
52. H 0.2313
53. H 0.2343
54. H 0.2295
55. H 0.2326
56. H 0.2234
57. H 0.2379
58. H 0.2137
59. H 0.2315
60. H 0.2206
61. H 0.2253
62. H 0.2262
63. H 0.2245

Record 4
Computed, not measured: one molecule with the formula C4H6N4 in a non-equilibrium geometry, with ωB97M-V/def2-TZVPD.

Geometry (Å):
N -0.59896 2.14847 -1.11789
N 0.57631 1.56817 -0.68872
N 1.34312 -1.66566 0.18366
N -0.00501 -1.60724 0.67657
C 1.63237 -0.40662 -0.20586
C -0.69414 -0.53267 0.22766
C -2.06575 -0.01084 0.93825
C 0.38200 0.34868 -0.21692
H -2.31152 -0.81308 1.86713
H -2.91817 0.24032 0.22168
H -0.01994 3.05431 -1.41091
H 2.53584 -0.20307 -0.85043
H -1.60169 0.96191 1.50674
H -0.41961 -2.73792 0.83167

Atoms 1-6, force components in eV/Å:
N 7.1 1.1 0.8
N -6.0 3.2 -1.9
N -0.7 1.5 1.0
N 0.4 -5.1 -1.4
C -2.5 -2.6 -0.8
C 0.4 2.8 1.9

The calculation puts the HOMO-LUMO gap at 8.4 eV. The LUMO energy is -0.30 eV. As for the spin multiplicity: 1. The value obtained for the energy relative to the best compared isomer or geometry (same formula, charge and spin) is 540.2 kJ/mol. The strongest force on any atom comes out at 7.18 eV/Å. The SMILES is [H]/N=N/c1cn[nH]c1C. As for the HOMO energy: -8.70 eV.

Partial charges, natural (NBO), in e:
1. N -0.4045
2. N -0.1645
3. N -0.2642
4. N -0.3758
5. C -0.0042
6. C 0.2042
7. C -0.6577
8. C -0.0668
9. H 0.2281
10. H 0.2565
11. H 0.3235
12. H 0.2338
13. H 0.2542
14. H 0.4372